[1]
C6H12NO3S2 | the ωB97M-V functional and the def2-TZVPD basis

Element x y z (Å)
C  -0.9842  -0.3674  -0.1507
C  -2.9650  -1.4748  1.1178
C  1.6534  1.7001  1.0894
C  -2.4406  -0.3886  0.1463
C  1.0880  0.5802  0.2919
C  1.8769  0.9649  -1.7068
N  -0.2841  0.5408  0.3349
O  1.2500  -1.4351  -2.8392
O  2.9729  -1.4802  -1.0921
O  3.5420  -0.6051  -3.2060
S  0.7842  1.4832  -2.8371
S  2.5012  -0.6658  -2.2040
H  -0.5659  -1.1408  -0.8892
H  -3.7362  -1.1721  1.7058
H  -2.1515  -1.7572  1.7650
H  -3.2830  -2.3639  0.4700
H  1.0847  1.8332  2.0468
H  2.6348  1.4121  1.3699
H  1.7172  2.5750  0.4912
H  -2.9738  -0.3553  -0.7759
H  -2.5946  0.5898  0.6287
H  1.5246  -0.4675  0.1597
H  2.7367  1.5423  -1.3331
H  0.8916  -0.6621  -3.1202

Cartesian forces, eV/Å:
C -0.081 -1.982 -2.091
C 2.243 -1.884 -3.593
C -0.254 -1.252 1.175
C -0.369 1.156 1.318
C 0.947 -1.854 -3.092
C 0.024 -1.632 2.594
N 0.156 1.271 1.137
O 2.696 -3.144 2.338
O -0.976 0.429 0.305
O -0.672 1.000 -0.548
S -1.464 1.198 -1.265
S 3.510 -2.209 1.277
H -0.353 0.684 1.123
H -2.416 1.022 1.454
H 0.288 -0.390 0.275
H 0.394 0.876 1.252
H 0.279 0.181 -0.958
H 1.256 -0.004 0.328
H -0.217 1.132 -0.246
H -0.690 -0.240 -0.737
H -0.119 -0.203 -0.176
H -0.058 1.712 1.179
H -0.220 -0.215 -0.332
H -3.903 4.349 -2.719

As for the HOMO-LUMO gap: 0.2465 hartree. The calculation puts the HOMO energy at -0.1232 Ha. The total energy is -35717.9689 eV. The total charge is -1. The energy above the lowest of the compared OMol25 structures with the same formula, charge and spin is 82.3 kcal/mol.

---

[2]
C4H5EuO2 | the ωB97M-V functional and the def2-TZVPD basis

Element x y z (Å)
O  0.0602  -1.9686  1.8854
C  -0.0951  -2.0440  0.5498
C  -0.3743  -0.8860  -0.2391
C  0.0207  0.4226  0.0382
C  -0.3700  1.4708  -0.7982
O  0.0368  2.6713  -0.7383
Eu  1.5878  4.4796  0.0150
H  -0.6085  -2.9369  0.1256
H  1.1502  -2.0120  1.0037
H  -1.0215  -1.0516  -1.1084
H  0.7041  0.6189  0.8687
H  -1.0903  1.2358  -1.6024

Cartesian forces, eV/Å:
O 1.527 -0.030 1.664
C -0.562 0.832 -2.162
C -0.198 -0.995 0.185
C -0.144 0.858 -0.435
C 0.188 -1.279 0.418
O 0.950 1.905 0.468
Eu -0.859 -1.043 -0.385
H 0.629 0.087 0.424
H -1.974 -0.316 -0.136
H 0.526 0.017 -0.010
H -0.236 0.021 -0.166
H 0.154 -0.058 0.136

As for the HOMO-LUMO gap (spin up / spin down): 0.1159 / 0.1509 hartree. The calculation puts the HOMO energy (spin up / spin down) at -0.1683 / -0.2000 Ha. The spin multiplicity is 9. The total energy is -27644.4640 eV. The total charge is 0. The energy above the lowest of the compared OMol25 structures with the same formula, charge and spin is 73.2 kcal/mol.

---

[3]
C21H32N2O5 | the ωB97M-V functional and the def2-TZVPD basis

Element x y z (Å)
C  -0.3234  -0.2961  2.6562
H  0.4251  0.2835  3.2267
O  -1.0226  0.6161  1.7375
C  -0.5237  1.3152  0.8143
C  0.8239  1.2810  0.5699
C  1.3301  2.2386  -0.1429
C  0.4784  2.9830  -0.8306
C  -0.8227  3.0087  -1.0316
C  -1.4576  2.1342  -0.1066
O  -2.7260  2.0953  -0.0385
C  -3.6166  1.2636  0.4655
C  -5.1175  1.6097  0.2012
H  -5.1654  2.2156  0.8037
H  -5.1728  1.8671  -0.7023
C  -5.9620  0.3649  0.5982
N  -5.7652  -0.8339  0.0670
C  -6.4695  -1.5091  -0.9480
O  -6.1884  -2.3514  -1.5894
C  -7.7782  -0.6282  -1.2195
H  -7.8422  0.3510  -1.3506
H  -8.4570  -1.3026  -2.0114
H  -8.5600  -0.7013  -0.0692
C  -4.3411  -1.1699  0.1294
C  -3.4050  -0.1623  -0.1969
H  -2.3262  -0.4078  -0.4810
H  -3.4093  0.0371  -1.4382
H  -4.2314  -2.3622  -0.5483
H  -4.1155  -1.3872  1.0893
H  -7.0674  0.6592  0.7338
H  -5.7363  0.0999  1.8526
H  -3.3291  0.9786  1.4532
H  -1.4847  3.5516  -1.6610
H  1.0535  3.8409  -1.6690
C  2.8398  2.3422  -0.3578
O  3.3495  3.4297  -0.7289
N  3.6222  1.5805  0.0623
H  3.1453  0.5021  0.0065
C  5.0045  1.3122  0.0970
C  5.3609  0.5808  -1.4371
C  4.4235  -0.6120  -1.5405
O  4.3834  -1.5274  -0.2794
C  5.2520  -2.1476  0.2997
C  5.0431  -2.4561  1.5838
H  5.9001  -3.1271  2.0261
H  4.0995  -2.8838  1.6283
H  5.2290  -1.5143  2.0405
C  5.5765  -3.6794  -0.6090
H  6.4453  -4.2949  -0.1951
H  5.7019  -3.3450  -1.8195
H  4.4360  -4.0578  -0.4757
H  6.3565  -1.6170  -0.1285
H  3.5665  -0.4276  -2.0480
H  5.1966  -1.3204  -2.4912
H  6.5100  0.2150  -1.3206
H  5.3210  1.1063  -2.2040
H  5.4333  2.4091  -0.0061
H  5.4149  0.7220  0.6284
H  1.3503  0.8987  1.4418
H  0.2656  -0.8819  1.9930
H  -0.9217  -0.8890  3.4704

Cartesian forces, eV/Å:
C 0.405 1.233 0.428
H -0.394 0.022 -0.061
O -4.154 -3.298 5.223
C -0.467 2.485 -4.715
C -1.871 -2.380 4.829
C 4.169 1.073 -2.937
C 5.014 6.830 -7.020
C -3.692 -3.050 3.436
C 5.206 -1.799 1.406
O -2.400 3.865 -1.779
C -0.833 -6.364 -0.471
C 3.936 -13.825 -2.329
H -2.684 11.873 10.701
H -0.859 2.221 -7.291
C -2.668 3.972 6.503
N 3.035 -4.669 -3.462
C -5.085 13.496 6.105
O 3.474 -9.948 -6.235
C -4.678 -8.193 2.501
H 0.555 4.174 -1.074
H 1.854 2.181 1.967
H 2.326 -0.060 -3.431
C -1.397 -5.903 -2.875
C 3.086 3.599 -7.224
H -0.926 -0.381 2.212
H -1.231 0.117 2.420
H -0.062 4.002 2.088
H 0.288 -1.447 3.603
H 1.671 -0.461 -0.683
H -0.259 1.446 -2.860
H -0.681 0.642 1.565
H 0.232 0.714 -0.623
H -1.276 -2.657 2.755
C -6.280 12.860 -3.873
O -1.179 0.714 -0.970
N 4.183 -18.048 5.999
H 1.176 3.319 1.048
C -2.629 11.454 -12.790
C 2.478 -5.320 10.663
C 8.276 -4.483 -0.761
O -10.002 7.188 -5.998
C 13.196 -4.485 -8.572
C 3.328 -1.479 6.250
H -1.903 0.962 -0.970
H -1.897 -0.720 1.009
H -0.910 0.822 1.685
C -2.566 2.214 -1.098
H -1.513 0.724 -0.685
H -0.150 -1.221 3.505
H 2.888 -0.139 -0.504
H -1.943 -1.093 2.351
H -3.306 -0.055 -0.355
H -2.783 1.634 2.739
H -2.725 0.785 -0.273
H -0.740 5.200 -6.745
H -0.073 -2.397 0.705
H 4.245 -7.326 8.100
H 0.572 -0.654 -0.607
H 0.319 -1.356 -0.197
H 0.306 1.389 -2.328

As for the HOMO-LUMO gap: 0.2917 hartree. The calculation puts the HOMO energy at -0.2773 Ha. The total energy is -35491.4902 eV. The total charge is 0. The energy above the lowest of the compared OMol25 structures with the same formula, charge and spin is 580.1 kcal/mol.

---

[4]
C21H32N4O3 | the ωB97M-V functional and the def2-TZVPD basis

Element x y z (Å)
C  7.2606  2.5990  -0.8607
C  5.9287  1.9211  -1.1594
C  6.0438  0.4037  -1.3180
C  6.5613  -0.3382  -0.0851
C  5.6517  -0.2308  1.1397
N  4.3199  -0.7678  0.8807
C  4.2215  -2.1448  0.8135
O  5.1610  -2.8824  0.9988
N  2.9727  -2.6411  0.5282
C  1.8544  -1.8753  0.3172
C  0.6218  -2.4450  0.0129
C  -0.4896  -1.6413  -0.1798
C  -1.7792  -2.3264  -0.5247
O  -1.7974  -3.3811  -1.1314
N  -2.8880  -1.7053  -0.0804
C  -4.2210  -2.1773  -0.3610
C  -4.9147  -1.3396  -1.4417
C  -4.7875  0.1718  -1.1924
N  -4.8995  0.5168  0.2167
C  -4.2356  1.7650  0.5562
C  -4.8272  3.0459  -0.0427
C  -6.2700  0.4160  0.6987
C  -6.3550  0.4175  2.2212
C  -0.3679  -0.2516  -0.0947
C  0.8510  0.3166  0.2007
C  1.9709  -0.4855  0.4182
C  3.2656  0.1235  0.7402
O  3.4241  1.3181  0.8831
H  7.1422  3.6799  -0.8799
H  8.0058  2.3230  -1.6047
H  7.6339  2.3207  0.1214
H  5.5307  2.3244  -2.0941
H  5.2097  2.1586  -0.3749
H  5.0610  0.0073  -1.5889
H  6.7208  0.1869  -2.1484
H  7.5425  0.0456  0.1944
H  6.6785  -1.3951  -0.3317
H  6.0886  -0.8033  1.9615
H  5.5188  0.8079  1.4419
H  2.9028  -3.6483  0.4684
H  0.5160  -3.5152  -0.0821
H  -2.8350  -0.8318  0.4179
H  -4.7991  -2.1388  0.5648
H  -4.1357  -3.2135  -0.6955
H  -5.9626  -1.6384  -1.4850
H  -4.4687  -1.5587  -2.4128
H  -3.8001  0.4948  -1.5322
H  -5.5362  0.6931  -1.8116
H  -3.1938  1.6797  0.2286
H  -4.2263  1.8483  1.6451
H  -4.2159  3.8960  0.2490
H  -4.8464  2.9923  -1.1287
H  -5.8388  3.2155  0.3168
H  -6.6663  -0.5335  0.3342
H  -6.9111  1.2147  0.2903
H  -6.1605  1.4036  2.6342
H  -7.3527  0.1146  2.5292
H  -5.6345  -0.2834  2.6356
H  -1.2183  0.3847  -0.2866
H  0.9745  1.3865  0.2696

Cartesian forces, eV/Å:
C -0.246 -0.039 -0.059
C 0.115 -0.074 -0.071
C 0.004 0.147 0.195
C -0.222 -0.014 -0.115
C 0.540 0.062 0.068
N 0.138 0.175 0.057
C -0.306 -0.330 -0.020
O 0.257 -0.103 0.046
N -0.010 -0.381 -0.034
C -0.265 0.628 -0.011
C -0.122 0.041 -0.015
C 0.480 -0.010 -0.027
C -0.045 0.077 0.156
O 0.095 -0.215 -0.132
N -0.122 0.263 0.081
C -0.270 -0.112 -0.287
C 0.111 0.089 0.227
C -0.086 -0.176 -0.104
N 0.009 -0.054 -0.060
C -0.015 0.239 0.038
C 0.086 -0.325 0.105
C 0.056 -0.083 0.215
C -0.060 0.034 -0.290
C -0.061 -0.053 0.022
C 0.188 -0.112 0.065
C -0.371 -0.211 -0.114
C -0.122 0.076 0.048
O -0.120 0.017 -0.029
H 0.077 0.106 0.031
H 0.148 -0.002 -0.049
H 0.118 0.003 0.107
H -0.071 0.034 0.036
H -0.042 0.032 -0.065
H 0.013 -0.076 -0.094
H -0.059 -0.045 -0.069
H 0.079 -0.040 0.042
H 0.104 0.042 0.059
H -0.086 0.119 -0.056
H -0.003 -0.161 0.024
H 0.152 0.184 0.043
H -0.025 -0.122 -0.036
H 0.113 -0.055 0.051
H 0.037 -0.072 -0.052
H -0.060 0.102 0.134
H -0.044 -0.043 -0.071
H -0.056 -0.039 -0.057
H -0.029 0.043 -0.014
H 0.129 0.042 -0.002
H -0.010 -0.015 0.085
H 0.111 0.030 -0.029
H 0.028 0.122 0.003
H -0.029 0.058 -0.112
H -0.116 0.080 0.001
H -0.052 0.049 -0.041
H 0.013 -0.100 -0.055
H 0.017 0.085 0.100
H -0.084 0.010 0.088
H 0.071 -0.076 0.071
H -0.090 0.065 -0.025
H 0.011 0.085 -0.003

As for the HOMO-LUMO gap: 0.3265 hartree. The calculation puts the HOMO energy at -0.3268 Ha. The total energy is -34401.9576 eV. The structure (SMILES) is CCCCCn1c(=O)[nH]c2cc(C(=O)NCCCN(CC)CC)ccc2c1=O. The total charge is 0. The energy above the lowest of the compared OMol25 structures with the same formula, charge and spin is 2.4 kcal/mol.

---

[5]
C5H13N3O2 | the ωB97M-V functional and the def2-TZVPD basis

Element x y z (Å)
C  3.4650  -0.9132  -0.4747
N  2.5358  -0.1058  0.3204
O  3.0129  0.6604  1.1671
N  1.3004  -0.1790  0.1511
O  0.8949  -1.0551  -0.8236
H  4.4744  -0.6692  -0.1528
H  3.3258  -0.6813  -1.5299
H  3.2496  -1.9693  -0.3165
H  -0.0800  -0.9003  -0.7514
C  -2.4860  -1.8700  0.5086
C  -2.2456  -0.4157  0.7063
N  -1.1817  0.1407  0.3401
C  -0.9970  1.5515  0.5041
C  -0.6863  2.1960  -0.8446
H  -1.6565  -2.3357  -0.0168
H  -2.6147  -2.3557  1.4740
H  -3.4034  -2.0166  -0.0604
H  -3.0616  0.1331  1.2002
H  -0.1388  1.6834  1.1648
H  -1.8823  2.0289  0.9550
H  0.2238  1.7763  -1.2598
H  -1.5009  2.0312  -1.5478
H  -0.5477  3.2655  -0.7132

Cartesian forces, eV/Å:
C 0.330 -0.386 -0.386
N -0.120 -0.884 -0.965
O 0.381 0.633 0.702
N -0.154 0.461 0.525
O 0.730 -0.131 -0.102
H -0.225 0.060 0.055
H -0.037 -0.030 0.056
H -0.036 0.068 -0.023
H 0.243 0.270 0.295
C -0.033 -0.053 -0.047
C -0.374 0.030 0.257
N -0.823 -0.534 -0.611
C 0.033 0.578 0.030
C -0.121 -0.043 0.289
H 0.035 -0.067 -0.006
H -0.045 -0.107 0.074
H -0.076 -0.081 -0.018
H 0.148 0.135 0.017
H -0.062 0.086 0.030
H 0.121 -0.092 0.013
H 0.122 -0.051 -0.078
H -0.062 0.010 -0.057
H 0.023 0.129 -0.051

As for the HOMO-LUMO gap: 0.3521 hartree. The calculation puts the HOMO energy at -0.3175 Ha. The total energy is -13956.7549 eV. The structure (SMILES) is C/[N+]([O-])=N\O.C/C=N/CC. The total charge is 0. The energy above the lowest of the compared OMol25 structures with the same formula, charge and spin is 121.7 kcal/mol.